Entry 1:
Entry from the Open Molecules 2025 dataset: a gas-phase ion, C9H17N2S (charge +1) at a distorted geometry (ωB97M-V/def2-TZVPD).

Results
energy above the lowest of the compared OMol25 structures with the same formula, charge and spin: 81.0 kcal per mole
total charge: +1
E_HOMO: -0.440 Ha

Cartesian coordinates (Å):
C1 -1.9893 -1.8389 -0.5564
C2 -1.0798 -0.8564 0.1028
C3 0.2278 -0.5304 -0.7597
C4 1.6557 -0.8651 -0.2792
C5 1.9373 -0.3335 1.1470
C6 2.8893 0.5873 1.0312
C7 3.4694 0.6651 -0.2992
N1 2.6291 -0.2298 -1.0790
S1 -0.0363 1.3586 -0.8536
N2 -1.5979 0.5703 0.1784
C8 -1.5752 1.2544 1.4696
C9 -2.7045 0.9110 -0.7475
H1 -1.4684 -2.7328 -0.3749
H2 -2.2204 -1.5395 -1.5350
H3 -2.8851 -1.7541 -0.1277
H4 -0.6988 -1.0001 1.1770
H5 -0.0674 -0.7767 -1.8107
H6 1.6161 -1.9255 -0.1608
H7 1.4175 -0.7030 2.0726
H8 3.2278 1.0136 1.8596
H9 3.5481 1.6298 -0.6646
H10 4.5885 0.4575 -0.3831
H11 3.1206 -0.5099 -1.9188
H12 -2.2566 2.1828 1.5204
H13 -2.0867 0.6984 2.2303
H14 -0.5830 1.3965 1.6622
H15 -2.6211 0.4928 -1.6577
H16 -3.5983 0.4774 -0.2582
H17 -2.8588 1.9001 -0.9852

Entry 2:
Entry from the Open Molecules 2025 dataset: a gas-phase ion, C9H17N2S2 (charge +1) at a distorted geometry (ωB97M-V/def2-TZVPD).

Results
energy above the lowest of the compared OMol25 structures with the same formula, charge and spin: 37.2 kcal per mole
total charge: +1
E_HOMO: -0.450 Ha

Cartesian coordinates (Å):
C1 -1.6042 0.7224 1.4915
C2 -2.2845 -0.1941 0.6235
C3 -0.7764 1.6240 0.9929
C4 -1.6147 -0.1324 -0.8042
C5 -0.5214 -1.1452 -1.0461
C6 0.4100 -1.4163 0.1407
C7 -0.0069 -1.1765 -2.4340
C8 0.6361 1.8959 -1.5236
C9 2.8424 -1.2107 1.5400
N1 -0.2047 2.7324 1.5606
N2 0.0312 -2.2333 1.0235
S1 -1.0620 1.6331 -0.8650
S2 1.9580 -0.6358 0.0539
H1 -1.8661 0.4478 2.5123
H2 -3.4305 0.0245 0.5066
H3 -2.2841 -0.2300 -1.6741
H4 -0.9905 -2.0800 -0.8627
H5 -0.2542 -2.1526 -3.0900
H6 1.1029 -1.0147 -2.4253
H7 -0.3806 -0.2917 -3.0595
H8 0.6676 2.9444 -1.8965
H9 0.5403 1.2525 -2.4568
H10 1.3023 1.6762 -0.7718
H11 3.8826 -0.7170 1.7097
H12 3.0990 -2.2570 1.5451
H13 2.4079 -0.9904 2.5646
H14 0.5602 3.4026 1.1842
H15 0.5534 -2.1263 1.8640
H16 -2.2099 -1.1773 1.0793
H17 -0.5034 2.8256 2.5174

Entry 3:
Entry from the Open Molecules 2025 dataset: 2 unconnected molecules or ions with the total composition C9H17N3O at a distorted geometry (ωB97M-V/def2-TZVPD).

Results
energy above the lowest of the compared OMol25 structures with the same formula, charge and spin: 30.7 kcal per mole
total charge: 0
E_HOMO: -0.327 Ha

Cartesian coordinates (Å):
C1 1.8159 -0.9700 0.1904
C2 1.2379 -0.5429 -1.1634
N1 1.8450 0.7871 -1.4789
C3 3.2338 0.7452 -2.0808
C4 1.8243 1.8256 -0.5424
C5 0.4878 2.5838 -0.5071
O1 2.7799 2.3685 -0.0399
H1 2.7812 -0.5163 0.4421
H2 2.1753 -2.0170 0.1678
H3 1.1618 -0.8943 1.0500
H4 1.4377 -1.1923 -2.0120
H5 0.1884 -0.2289 -1.1125
H6 3.3403 1.7493 -2.4687
H7 3.9369 0.2348 -1.4182
H8 3.1617 0.0271 -2.9068
H9 -0.1965 2.0778 0.1799
H10 0.7070 3.6446 -0.3917
H11 -0.1099 2.6009 -1.4299
C6 -1.5116 -2.5550 2.3724
C7 -2.1854 -1.5434 1.5071
C8 -2.0110 -0.2090 1.4366
N2 -2.5951 0.2087 0.2620
C9 -3.1706 -0.8974 -0.3052
N3 -2.8709 -1.9696 0.3790
H12 -1.9341 -3.5666 2.3089
H13 -1.6045 -2.3563 3.4363
H14 -0.4836 -2.7362 2.0680
H15 -1.5056 0.3881 2.1785
H16 -2.7714 1.1884 0.1309
H17 -3.7793 -0.9580 -1.1927

Entry 4:
Entry from the Open Molecules 2025 dataset: a single C9H17N3O4 molecule at a distorted geometry (ωB97M-V/def2-TZVPD).

Results
energy above the lowest of the compared OMol25 structures with the same formula, charge and spin: 77.8 kcal per mole
total charge: 0
E_HOMO: -0.354 Ha

Cartesian coordinates (Å):
C1 -2.4489 -0.2764 1.8008
C2 -2.5340 0.5217 0.4787
C3 -3.9368 0.9104 0.0255
C4 -1.6960 -0.1721 -0.6702
N1 -2.5311 -1.2085 -1.3759
C5 -0.2038 -0.4740 -0.3098
O1 0.1746 -1.6351 -0.0498
N2 0.6996 0.6061 -0.4267
C6 2.0480 0.4920 0.0963
C7 2.9090 -0.2503 -0.8308
C8 3.8052 -1.2201 -0.0325
N3 3.2069 -2.2859 0.6559
O2 5.0551 -0.9774 0.1009
C9 2.5185 1.9456 0.2262
O3 2.8589 2.4335 1.2707
O4 2.5968 2.5669 -1.0543
H1 -2.5949 0.5679 2.5224
H2 -1.4315 -0.6242 2.0623
H3 -3.4527 -1.0145 2.0554
H4 -2.0598 1.6005 0.5978
H5 -4.3258 1.4692 0.8633
H6 -4.5369 0.0572 -0.3859
H7 -3.6205 1.6256 -0.8202
H8 -1.4963 0.7040 -1.4611
H9 -2.7724 -2.0992 -0.7461
H10 -2.2536 -1.3219 -2.3836
H11 0.1743 1.5280 -0.6057
H12 1.9309 0.1573 1.1705
H13 2.1310 -0.8306 -1.4235
H14 3.4616 0.5380 -1.5194
H15 3.6616 -2.8455 1.4613
H16 2.2735 -2.5526 0.5184
H17 2.3896 2.0644 -1.8111